[1]
{
  "formula": "C5H8N2",
  "method": "ωB97M-V/def2-TZVPD",
  "symbols": ["C", "C", "C", "C", "N", "C", "N", "H", "H", "H", "H", "H", "H", "H", "H"],
  "xyz": [[-1.00445, 1.19614, -0.08692], [-0.20255, -0.06032, 0.22232], [1.17435, -0.09408, -0.46919], [2.03852, 0.95687, 0.07674], [2.68161, 1.79211, 0.54654], [-0.95819, -2.44383, 0.46714], [-0.97744, -1.26626, -0.12113], [-0.47389, 2.08555, 0.26682], [-1.17638, 1.30558, -1.16457], [-1.97511, 1.14793, 0.41753], [1.08564, 0.04027, -1.55357], [1.65246, -1.06465, -0.29506], [-0.02990, -0.12384, 1.29815], [-0.20089, -2.33276, 1.28227], [-1.63379, -1.13872, -0.88708]],
  "largest_force_ha_per_bohr": 0.016,
  "e_homo_ev": -8.73,
  "orbital_gap_ev": 9.454,
  "de_lowest_kj_mol": 244.5,
  "charge": 0,
  "lumo_energy_ev": 0.7
}

[2]
{
  "formula": "C41H41CaN5O4PS",
  "method": "ωB97M-V/def2-TZVPD",
  "symbols": ["Ca", "S", "C", "C", "C", "C", "C", "C", "N", "C", "C", "C", "C", "C", "C", "C", "H", "H", "H", "H", "H", "H", "H", "H", "O", "C", "O", "C", "P", "C", "C", "C", "C", "C", "C", "C", "C", "C", "C", "C", "C", "H", "H", "H", "H", "H", "H", "H", "H", "H", "H", "H", "H", "O", "C", "C", "C", "C", "N", "C", "C", "C", "C", "C", "C", "O", "C", "C", "N", "H", "H", "H", "H", "H", "H", "H", "H", "H", "H", "H", "H", "N", "C", "C", "N", "H", "H", "H", "H", "H", "H", "H", "H", "H"],
  "xyz": [[0.38570, -0.45781, -0.01257], [1.85505, -4.39819, -1.97661], [1.85414, -4.83292, -0.30133], [2.55524, -5.84719, 0.34723], [2.35774, -6.00324, 1.70427], [1.47086, -5.17470, 2.40461], [0.78910, -4.16153, 1.76363], [0.99700, -3.97868, 0.39541], [0.40060, -2.99046, -0.38294], [0.73438, -3.11317, -1.63578], [0.24403, -2.22401, -2.72597], [0.23931, -2.74815, -4.02062], [-0.17717, -1.96992, -5.08837], [-0.54917, -0.65635, -4.85050], [-0.52235, -0.15743, -3.54935], [-0.16121, -0.90400, -2.41466], [3.23218, -6.49413, -0.19390], [2.88541, -6.78847, 2.22955], [1.31764, -5.33675, 3.46379], [0.10472, -3.51360, 2.29348], [0.54658, -3.77139, -4.20631], [-0.19131, -2.37819, -6.09007], [-0.83409, -0.01577, -5.67774], [-0.74147, 0.90724, -3.43051], [0.12504, 2.64610, 2.57447], [-0.19770, 2.47667, 1.41563], [0.25345, 1.57237, 0.61206], [-1.35318, 3.29486, 0.79425], [-1.45627, 2.86151, -0.99149], [-2.94826, 3.71617, -1.62064], [-2.99509, 4.27912, -2.89724], [-4.20307, 4.69088, -3.44454], [-5.38751, 4.54610, -2.73594], [-5.35910, 3.98728, -1.46503], [-4.15196, 3.57222, -0.91813], [-0.10965, 3.87327, -1.69579], [0.92346, 3.25020, -2.38922], [1.96162, 3.99412, -2.93222], [1.97744, 5.37309, -2.78104], [0.95273, 6.00465, -2.08880], [-0.08474, 5.25886, -1.55182], [-1.20018, 4.36109, 0.96481], [-2.26642, 3.00959, 1.32226], [-2.08078, 4.40948, -3.46391], [-4.21493, 5.13841, -4.43025], [-6.32364, 4.87721, -3.16517], [-6.27272, 3.88677, -0.89311], [-4.14840, 3.15184, 0.08284], [0.92346, 2.17255, -2.50376], [2.75767, 3.49690, -3.47146], [2.78747, 5.95539, -3.20027], [0.96302, 7.07995, -1.96727], [-0.88462, 5.76497, -1.02245], [6.06194, -4.53975, 1.27450], [5.47675, -3.79291, 2.32197], [4.48480, -2.82728, 1.73903], [4.51285, -2.47973, 0.39597], [3.55945, -1.60146, -0.08055], [2.60009, -1.06885, 0.67922], [2.58081, -1.38864, 1.98106], [3.50801, -2.25319, 2.54082], [1.48459, -0.84283, 2.84587], [1.78993, -0.32927, 4.09250], [0.76782, 0.11130, 4.92310], [1.07608, 0.65606, 6.29417], [1.33520, -0.39469, 7.21508], [-0.53284, -0.00643, 4.46302], [-0.75642, -0.51649, 3.19638], [0.22275, -0.92205, 2.38934], [6.75347, -5.10076, 1.63715], [6.23586, -3.22157, 2.86943], [4.96129, -4.44007, 3.03969], [5.24818, -2.90706, -0.26931], [3.54885, -1.31828, -1.12768], [3.42426, -2.51482, 3.58831], [2.82322, -0.25384, 4.40620], [0.26286, 1.30205, 6.63478], [1.98537, 1.25448, 6.26018], [0.50737, -0.83864, 7.42467], [-1.36917, 0.32779, 5.06324], [-1.76305, -0.59612, 2.79730], [-3.41393, 0.60514, -2.50324], [-4.14985, -0.09533, -1.40212], [-3.28120, -0.12327, -0.14673], [-3.74955, -0.99134, 0.90948], [-3.91507, 0.55548, -3.38927], [-2.48025, 0.17708, -2.64690], [-3.23953, 1.59462, -2.27926], [-4.36344, -1.10284, -1.75722], [-5.09005, 0.43225, -1.24600], [-3.16752, 0.88907, 0.24656], [-2.28216, -0.44118, -0.45886], [-3.77931, -1.96397, 0.63150], [-4.65847, -0.72551, 1.26504]],
  "largest_force_ha_per_bohr": 0.012,
  "e_homo_ev": -10.39,
  "orbital_gap_ev": 8.365,
  "de_lowest_kj_mol": 60.0,
  "charge": 1,
  "lumo_energy_ev": -2.0
}

[3]
{
  "formula": "C4H6N2O",
  "method": "ωB97M-V/def2-TZVPD",
  "symbols": ["H", "N", "C", "C", "N", "O", "C", "C", "H", "H", "H", "H", "H"],
  "xyz": [[1.54917, 0.37891, -1.97096], [1.25396, -0.39522, -1.38472], [1.33925, -0.15972, -0.15026], [1.83627, 1.06980, 0.47144], [2.17704, 2.06270, 0.95815], [0.67768, -0.96976, 0.70039], [-0.66928, -0.44061, 0.69576], [-1.32205, -0.25104, -0.74046], [-1.21485, -1.12654, 1.36218], [-0.62340, 0.53158, 1.20774], [-0.75187, 0.02273, -1.64569], [-1.82568, -1.16574, -1.04446], [-2.01385, 0.58331, -0.64218]],
  "largest_force_ha_per_bohr": 0.022,
  "smiles": "[H]/N=C(\\C#N)OCC",
  "e_homo_ev": -11.01,
  "orbital_gap_ev": 11.099,
  "de_lowest_kj_mol": 261.0,
  "charge": 0,
  "lumo_energy_ev": 0.1
}